Here is an isolated molecule of C2H6N2O from the Open Molecules 2025 dataset. Energies are from ωB97M-V/def2-TZVPD.

Calculated values
* structure (SMILES): C/N=C\NO
* ΔE to the lowest compared entry with this formula, charge and spin: 3.5642 eV
* total charge: 0
* LUMO level: 0.88 eV
* frontier orbital gap: 10.1 eV
* highest occupied orbital energy: -9.22 eV

```
11
Properties=species:S:1:pos:R:3:forces:R:3:lowdin_charge:R:1
C 1.66368 -0.40486 0.00690 0.441 -1.292 -0.164 -0.200
C -0.23736 0.92613 0.01235 0.798 1.282 0.196 -0.231
H 1.71029 -0.76672 1.11738 -0.031 0.204 -1.985 0.097
H 2.75149 -0.25868 -0.36358 -1.871 -0.711 0.519 0.084
H 1.02437 -1.17522 -0.68129 1.863 1.499 1.541 0.106
H -0.70476 1.95862 0.07856 0.122 -1.568 -0.246 0.135
H -0.77149 -1.01293 0.43211 -0.570 0.670 -0.371 0.125
H -2.94223 -0.03012 -0.67364 0.444 -0.155 -0.332 0.097
N 1.05731 0.90584 0.01791 -2.290 -0.253 0.022 -0.071
N -1.10366 -0.18964 -0.09439 1.448 -0.102 -0.093 -0.089
O -2.44764 0.04758 0.14767 -0.354 0.428 0.912 -0.053
```
Forces are in eV/Å.

---

Here is a structure of composition C5H4BaO from the Open Molecules 2025 dataset. Energies are from ωB97M-V/def2-TZVPD.

Calculated values
* ⟨S²⟩: 0.75
* spin multiplicity: 2
* ΔE to the lowest compared entry with this formula, charge and spin: 1.2909 eV
* total charge: +1
* LUMO level (spin up / spin down): -4.13 / -4.07 eV
* frontier orbital gap (spin up / spin down): 3.8 / 7.3 eV
* highest occupied orbital energy (spin up / spin down): -7.89 / -11.35 eV

```
11
Properties=species:S:1:pos:R:3:forces:R:3:mulliken_spin:R:1
C -1.75037 -0.77376 -0.17162 -2.429 0.208 1.597 0.002
H -2.05774 -1.17661 -1.14072 -0.424 -0.355 0.731 0.000
H -2.27101 1.14667 0.94332 0.776 -0.408 0.038 0.000
H -2.36352 -0.79478 0.86543 1.808 -2.373 -2.393 0.001
C -1.78529 0.72463 0.05994 2.177 1.589 -2.392 0.001
C -0.46582 -0.15525 -0.10332 -1.180 1.398 2.843 0.019
C 0.84494 -0.23244 -0.01668 -0.732 0.110 -0.423 0.010
C 2.10171 -0.30318 0.01787 0.802 -0.155 -0.259 -0.008
O 3.29438 -0.40154 0.02688 -0.345 0.340 0.164 -0.016
Ba 6.34799 0.56441 0.31147 -0.524 -0.187 -0.052 0.991
H -1.89526 1.40185 -0.79256 0.070 -0.168 0.147 0.000
```
Forces are in eV/Å.

---

Here is a structure of composition C34H24F3NO3PSTi from the Open Molecules 2025 dataset. Energies are from ωB97M-V/def2-TZVPD.

Calculated values
* ΔE to the lowest compared entry with this formula, charge and spin: 0.0000 eV
* total charge: +1
* LUMO level: -3.97 eV
* frontier orbital gap: 7.5 eV
* highest occupied orbital energy: -11.46 eV

```
68
Properties=species:S:1:pos:R:3:forces:R:3:lowdin_charge:R:1
Ti 0.21883 -0.09050 -0.40947 -0.742 -0.017 0.248 1.023
C 0.68784 0.43734 3.93922 -0.024 0.010 -0.006 -0.045
C -0.30223 -0.42068 4.40105 -0.028 0.023 -0.040 -0.054
C -1.02089 -1.18855 3.50230 0.094 -0.050 0.092 -0.018
C -0.75251 -1.10468 2.13599 -0.151 -0.120 -0.071 -0.188
C 0.20593 -0.20922 1.65940 0.196 -0.021 0.092 -0.221
C 0.93394 0.54409 2.57897 -0.018 -0.019 0.033 -0.097
C -1.44768 -1.96064 1.15069 0.055 0.171 0.082 -0.190
C -2.28373 -3.00747 1.58431 -0.016 0.022 -0.025 0.020
C -2.92449 -3.77522 0.66912 -0.030 -0.036 -0.008 0.035
C -2.73460 -3.53786 -0.70745 -0.164 -0.187 0.042 -0.146
C -3.38695 -4.33653 -1.67432 0.013 0.014 0.013 -0.017
C -3.17422 -4.12508 -3.00391 0.064 0.079 -0.006 -0.052
C -2.28610 -3.10514 -3.39674 -0.038 -0.053 -0.019 -0.037
C -1.64664 -2.31644 -2.47893 0.020 0.011 -0.054 -0.008
C -1.86208 -2.50601 -1.10094 0.127 0.215 0.095 -0.157
N -1.23274 -1.70806 -0.14652 -0.058 -0.005 0.039 0.086
H 1.27110 1.02347 4.63806 -0.005 -0.008 0.003 0.116
H -0.50981 -0.49676 5.46011 0.008 0.001 -0.004 0.114
H -1.78504 -1.85082 3.88312 0.009 0.010 0.010 0.108
H 1.72245 1.20707 2.24741 -0.026 -0.010 -0.007 0.102
H -2.39881 -3.19611 2.63849 -0.015 -0.014 -0.014 0.111
H -3.57557 -4.58233 0.98251 -0.001 -0.003 -0.011 0.133
H -4.04969 -5.12093 -1.33138 -0.002 0.000 -0.001 0.122
H -3.66804 -4.73517 -3.74692 0.003 0.000 -0.011 0.114
H -2.09135 -2.94110 -4.44840 -0.017 -0.019 -0.010 0.116
H -0.95813 -1.56804 -2.82232 -0.026 -0.034 0.032 0.070
O 0.95824 1.57894 -1.46244 0.092 0.033 -0.299 -0.509
S 0.53318 0.90744 -2.75373 0.244 -0.269 0.124 0.973
O -1.13105 0.74947 -2.34729 0.016 0.247 -0.003 -0.336
O 0.81902 -0.53532 -2.46533 0.062 0.293 -0.313 -0.465
C -1.87034 1.94369 -2.29978 0.142 -0.403 -0.099 -0.327
C -2.49860 2.36169 -3.45741 -0.093 0.183 0.034 0.008
C -3.25731 3.52067 -3.40898 0.021 -0.013 0.007 -0.040
C -3.37759 4.22991 -2.21821 0.011 -0.011 0.000 -0.048
C -2.73976 3.78574 -1.07226 -0.064 0.068 -0.047 -0.041
C -1.96651 2.62661 -1.10023 -0.050 0.129 0.008 -0.260
P -1.12503 1.96920 0.36578 -0.122 -0.292 0.096 1.130
C -0.23675 3.35430 1.10469 -0.104 0.099 0.085 -0.323
C 1.14418 3.49562 0.98338 0.016 0.022 -0.050 -0.086
C 1.78260 4.59207 1.54242 -0.037 0.023 0.016 -0.052
C 1.05053 5.55570 2.22218 0.013 -0.033 -0.015 -0.055
C -0.32568 5.42305 2.34625 0.023 -0.041 -0.028 -0.053
C -0.96713 4.32583 1.79278 0.055 0.191 0.000 -0.108
C -2.47955 1.53971 1.48636 -0.059 -0.053 -0.009 -0.331
C -2.46354 1.87741 2.83437 -0.008 -0.100 0.115 -0.091
C -3.46779 1.42228 3.67716 0.002 -0.023 0.020 -0.058
C -4.47777 0.61027 3.18622 0.004 -0.006 -0.028 -0.061
C -4.49152 0.25557 1.84186 0.026 0.065 0.002 -0.062
C -3.50175 0.72332 0.99250 -0.003 0.052 0.086 -0.082
H -2.39694 1.78344 -4.36538 -0.001 -0.007 -0.008 0.130
H -3.75833 3.86993 -4.30139 -0.007 0.005 0.002 0.118
H -3.97213 5.13226 -2.18292 -0.007 0.001 -0.014 0.115
H -2.84280 4.34857 -0.15219 0.005 -0.044 -0.067 0.107
H 1.73585 2.76825 0.44544 -0.045 -0.035 -0.041 0.095
H 2.85489 4.69097 1.44213 0.005 0.013 0.006 0.115
H 1.55314 6.40942 2.65672 0.000 0.003 0.000 0.113
H -0.90045 6.16942 2.87764 -0.001 0.009 0.002 0.114
H -2.03864 4.22243 1.91855 0.096 0.067 -0.055 0.100
H -1.66796 2.49070 3.23477 -0.019 -0.116 0.048 0.103
H -3.45333 1.70035 4.72292 -0.001 -0.006 -0.001 0.115
H -5.25851 0.25844 3.84760 -0.003 -0.008 -0.005 0.111
H -5.28172 -0.37286 1.45359 -0.007 -0.009 -0.014 0.112
H -3.53214 0.45009 -0.05557 0.033 0.006 -0.072 0.113
F 1.83280 -2.08723 -0.44505 -0.119 -0.088 0.108 0.070
C 2.17015 -0.81056 -0.06428 0.646 0.255 -0.034 -0.589
F 3.10539 -0.36579 -0.92321 -0.003 -0.051 -0.079 0.088
F 2.78866 -0.89943 1.11638 0.014 -0.114 0.026 0.105
```
Forces are in eV/Å.

---

Here is an isolated molecule of H3NP2 from the Open Molecules 2025 dataset. Energies are from ωB97M-V/def2-TZVPD.

Calculated values
* structure (SMILES): [H]/P=N/P
* ΔE to the lowest compared entry with this formula, charge and spin: 0.2176 eV
* total charge: 0
* LUMO level: -0.50 eV
* frontier orbital gap: 8.5 eV
* highest occupied orbital energy: -9.02 eV

```
6
Properties=species:S:1:pos:R:3:forces:R:3:lowdin_charge:R:1
N -0.19613 0.35013 -0.37663 1.402 0.692 -1.010 -0.854
P -1.64981 0.13999 0.07254 -0.803 -0.026 0.021 0.662
P 1.23759 0.41764 0.53941 0.615 -1.066 -1.419 0.603
H -2.17296 0.21512 -1.24187 -0.669 -0.020 -0.101 -0.164
H 2.11374 -0.55964 -0.30818 -1.295 1.302 1.146 -0.074
H 0.66757 -0.56325 1.31473 0.749 -0.882 1.362 -0.174
```
Forces are in eV/Å.

---

Here is a cluster of 2 separate species, C7H11N3S in total from the Open Molecules 2025 dataset. Energies are from ωB97M-V/def2-TZVPD.

Calculated values
* ΔE to the lowest compared entry with this formula, charge and spin: 2.6118 eV
* total charge: +2
* LUMO level: -7.85 eV
* frontier orbital gap: 7.8 eV
* highest occupied orbital energy: -15.68 eV

```
22
Properties=species:S:1:pos:R:3:forces:R:3:lowdin_charge:R:1
C -1.21603 -2.43335 -0.00920 0.166 -0.273 -0.005 -0.106
C -0.05673 -3.09779 -0.01836 -0.257 0.285 0.012 -0.314
C -1.05492 -0.98996 -0.03019 -0.786 -0.178 0.018 -0.221
C 0.37930 -0.63639 -0.05292 0.103 0.621 0.009 -0.476
C -0.95057 2.01449 -0.08807 -2.109 -4.276 0.155 0.242
C -1.98753 -0.03946 -0.02395 3.336 4.561 -0.165 0.022
C 0.32926 1.74208 -0.09556 0.071 0.552 -0.016 -0.187
N 0.96465 0.52348 -0.06812 -0.179 -1.015 -0.031 -0.020
N -3.42227 -0.12322 0.01820 -0.457 -0.513 0.020 0.225
N 3.60456 0.60208 0.03998 0.159 0.031 0.067 0.248
S 1.35041 -2.07160 -0.04655 0.094 0.000 -0.001 1.095
H -2.17227 -2.92437 0.00862 -0.148 -0.174 0.000 0.121
H 0.08892 -4.16196 -0.01083 -0.013 -0.215 0.004 0.100
H -1.67514 2.79071 -0.09468 -0.139 0.471 -0.021 0.071
H 1.02636 2.58145 -0.13109 -0.223 0.075 0.017 0.136
H 2.48054 0.56287 -0.01976 0.303 0.065 -0.002 0.057
H -3.83992 0.37321 -0.78672 0.084 -0.175 0.221 0.197
H -3.78123 0.32541 0.87790 0.038 -0.160 -0.239 0.198
H -3.75118 -1.10580 0.00108 -0.102 0.332 0.015 0.185
H 4.01454 -0.20528 -0.43591 0.023 0.132 0.055 0.134
H 3.90327 0.59166 1.01928 0.024 -0.007 -0.159 0.148
H 3.96358 1.45381 -0.39900 0.011 -0.140 0.046 0.145
```
Forces are in eV/Å.

---

Here is a cluster of 10 separate species, C21H40Cl4F15N3O11S in total from the Open Molecules 2025 dataset. Energies are from ωB97M-V/def2-TZVPD.

Calculated values
* ΔE to the lowest compared entry with this formula, charge and spin: 2.2331 eV
* total charge: +2
* LUMO level: -7.27 eV
* frontier orbital gap: 5.4 eV
* highest occupied orbital energy: -12.66 eV

```
95
Properties=species:S:1:pos:R:3:forces:R:3:lowdin_charge:R:1
N 0.77590 -5.13446 -4.60958 0.341 1.329 -0.357 0.358
H 0.14242 -4.91158 -5.36398 -1.036 -0.508 -0.054 0.158
H 0.55862 -4.57834 -3.79496 -0.677 0.212 0.817 0.159
H 1.61758 -4.69942 -4.95947 1.037 -0.549 0.048 0.150
H 0.85250 -6.11530 -4.38116 0.095 -0.520 -0.116 0.169
N -1.38516 0.19961 -7.20409 -0.391 -0.909 0.255 0.361
H -1.24820 -0.76953 -7.45331 0.138 -0.496 -0.071 0.150
H -2.36512 0.38306 -7.36573 -0.587 0.705 -0.601 0.162
H -0.72837 0.74708 -7.74168 -0.014 0.743 -0.100 0.164
H -1.28228 0.28859 -6.20329 0.584 0.362 0.809 0.154
N 5.56005 -1.83212 -3.89274 0.534 0.864 -0.003 0.359
H 6.35172 -2.19648 -3.38225 0.116 -1.294 0.515 0.162
H 4.92045 -1.41187 -3.23365 -0.477 0.493 0.477 0.160
H 5.05378 -2.43409 -4.52632 0.276 -0.614 0.011 0.152
H 6.03627 -1.11821 -4.42532 -0.288 0.882 -0.578 0.161
C -0.20620 0.38998 -0.09757 -1.238 1.001 -1.034 -0.571
F 0.45632 -0.33758 0.77242 -0.126 -0.689 -0.102 0.145
F -1.57746 0.26324 0.11806 1.989 0.136 -0.163 0.066
F 0.14799 1.67716 0.17009 -0.544 -0.960 -0.762 0.101
S 0.14324 -0.15320 -1.97287 0.892 0.731 0.411 0.434
O -0.51686 0.82356 -2.84172 0.112 -0.787 0.758 -0.369
O 1.59475 -0.16792 -2.07643 0.395 0.646 0.102 -0.399
O -0.33016 -1.51715 -2.03894 -1.204 -0.664 -0.081 -0.393
C -5.66954 -3.19205 2.23867 0.706 0.490 0.011 -0.058
C -7.14331 -3.09931 2.54021 -0.512 0.013 1.109 -0.235
O -7.92676 -3.17571 1.38009 -2.374 0.409 -2.610 -0.016
C -9.29350 -2.93032 1.42498 1.255 -0.167 3.045 -0.297
O -9.87703 -2.65958 2.46162 0.793 -0.422 -2.420 0.155
C -9.99868 -3.10112 0.04285 1.037 -0.552 0.177 -0.515
F -10.68479 -2.00490 -0.22817 -0.257 -0.207 -0.096 0.189
F -9.05731 -3.26929 -0.92424 -0.879 -0.062 0.376 0.131
F -10.81461 -4.18490 0.05955 0.691 1.070 -0.105 0.159
H -5.16060 -2.29342 2.58731 -0.070 0.089 0.177 0.069
H -5.43243 -3.19193 1.17477 -0.211 -0.549 -0.017 0.078
H -5.21027 -4.01134 2.79178 0.018 -0.173 -0.443 0.077
H -7.33321 -2.14786 3.03699 -0.355 -0.198 0.235 0.129
H -7.48391 -3.94592 3.13631 0.174 0.269 0.552 0.133
C 4.26740 3.37983 6.30975 -1.986 0.440 -1.415 -0.053
C 4.08416 4.83125 5.77926 1.519 0.772 0.455 -0.159
O 2.77600 5.22036 5.23344 -0.620 -1.708 0.706 0.039
C 2.57359 6.26920 4.47445 3.093 1.583 -1.226 -0.386
O 3.44661 6.98947 4.00116 -1.539 -1.155 0.884 0.138
C 1.10249 6.50357 4.11034 -0.913 0.929 0.724 -0.545
F 0.32677 6.40611 5.21452 0.317 0.149 -0.469 0.154
F 0.88375 7.70748 3.53877 0.536 -0.610 0.724 0.158
F 0.69152 5.61223 3.23729 -0.173 -1.016 -0.586 0.184
H 5.22536 3.14982 6.77613 -0.120 0.683 0.118 0.083
H 4.19923 2.74522 5.42616 0.015 -0.294 0.031 0.068
H 3.41295 3.11448 6.93233 0.281 -0.093 0.323 0.076
H 4.87659 4.97831 5.04541 -0.354 0.321 -0.333 0.117
H 4.27675 5.55514 6.57108 -0.056 -0.025 0.052 0.127
C -5.37138 -2.20088 -4.79372 0.155 -0.417 0.262 -0.065
C -5.36943 -1.01332 -3.83842 0.969 0.755 -1.823 -0.165
O -6.47712 -0.11504 -4.03779 -1.167 -0.997 1.151 0.049
C -6.54518 0.81263 -4.94263 2.648 1.050 -1.141 -0.365
O -5.63260 1.14878 -5.70820 -1.938 -0.848 1.259 0.095
C -7.90648 1.57076 -4.91171 0.033 -0.641 0.419 -0.575
F -8.62329 1.13114 -5.93681 -0.560 -0.504 -0.258 0.182
F -8.59911 1.41615 -3.76688 0.479 -0.226 -0.651 0.171
F -7.70044 2.84199 -5.09793 0.357 1.238 0.018 0.207
H -5.30776 -1.99766 -5.86272 -0.512 0.728 0.051 0.072
H -6.18365 -2.90824 -4.62657 0.124 0.000 0.071 0.085
H -4.40210 -2.67305 -4.63353 -0.057 -0.509 0.438 0.066
H -4.47796 -0.45367 -4.12157 0.142 0.255 0.409 0.108
H -5.28915 -1.27968 -2.78452 -0.532 0.059 -0.199 0.137
C 11.43968 -2.80789 0.41522 0.160 0.293 -0.325 -0.059
C 10.43091 -3.74332 1.03279 0.934 -0.016 -0.322 -0.212
O 9.41059 -2.98493 1.66534 -3.358 0.988 0.151 0.015
C 8.25228 -2.71439 1.01307 0.796 -0.595 -2.056 -0.294
O 8.08153 -2.89414 -0.20279 0.106 0.436 2.780 0.071
C 7.04382 -2.12615 1.91217 2.889 0.218 0.448 -0.509
F 5.90520 -2.50027 1.39791 -0.598 -0.245 0.063 0.189
F 7.19648 -2.57867 3.18720 -0.623 0.694 -1.294 0.152
F 7.10360 -0.76216 1.88831 -0.097 -1.267 0.251 0.142
H 10.93510 -2.14068 -0.28359 -0.045 0.049 -0.013 0.077
H 12.17630 -3.35858 -0.16978 0.059 -0.096 0.156 0.086
H 11.95591 -2.19325 1.15267 -0.045 -0.117 0.037 0.087
H 10.85551 -4.29112 1.87406 0.030 -0.249 -0.305 0.134
H 10.03906 -4.40263 0.25828 -0.283 -0.066 0.281 0.123
Cl -5.27283 2.73245 6.73343 0.596 -0.903 0.201 0.499
C -4.27346 1.20657 6.89792 -0.070 0.329 -0.291 -0.603
C -3.28033 1.06965 5.74488 -0.544 -1.020 -0.388 -0.713
Cl -1.88247 2.13690 5.73957 0.102 0.327 0.242 0.552
H -4.94745 0.35000 6.90929 -0.220 0.179 -0.449 0.068
H -3.82754 1.16587 7.89170 0.299 0.537 -0.205 0.070
H -3.74864 1.13353 4.76268 -0.378 0.644 0.211 0.063
H -2.90738 0.04752 5.67958 0.227 -0.090 0.677 0.064
Cl 5.39481 3.16423 -1.59595 0.288 -0.129 0.086 0.504
C 4.30983 4.09719 -0.54704 -0.754 0.993 -0.181 -0.658
C 3.43072 5.04372 -1.38048 -0.220 -0.767 0.616 -0.676
Cl 4.34138 6.36350 -2.14841 -0.118 -0.257 0.075 0.549
H 4.84927 4.71283 0.17273 0.442 -0.304 -0.171 0.074
H 3.68154 3.40388 0.01213 0.002 -0.047 -0.206 0.071
H 2.69491 5.46240 -0.69389 0.106 0.281 -0.052 0.074
H 2.86852 4.47858 -2.12389 0.233 0.156 -0.184 0.064
```
Forces are in eV/Å.

---

Look up the ΔE to the lowest compared entry with this formula, charge and spin of the fourth one. 0.2176 eV

---

Copy entry 1 word for word.
Here is an isolated molecule of C2H6N2O from the Open Molecules 2025 dataset. Energies are from ωB97M-V/def2-TZVPD.

Calculated values
* structure (SMILES): C/N=C\NO
* ΔE to the lowest compared entry with this formula, charge and spin: 3.5642 eV
* total charge: 0
* LUMO level: 0.88 eV
* frontier orbital gap: 10.1 eV
* highest occupied orbital energy: -9.22 eV

```
11
Properties=species:S:1:pos:R:3:forces:R:3:lowdin_charge:R:1
C 1.66368 -0.40486 0.00690 0.441 -1.292 -0.164 -0.200
C -0.23736 0.92613 0.01235 0.798 1.282 0.196 -0.231
H 1.71029 -0.76672 1.11738 -0.031 0.204 -1.985 0.097
H 2.75149 -0.25868 -0.36358 -1.871 -0.711 0.519 0.084
H 1.02437 -1.17522 -0.68129 1.863 1.499 1.541 0.106
H -0.70476 1.95862 0.07856 0.122 -1.568 -0.246 0.135
H -0.77149 -1.01293 0.43211 -0.570 0.670 -0.371 0.125
H -2.94223 -0.03012 -0.67364 0.444 -0.155 -0.332 0.097
N 1.05731 0.90584 0.01791 -2.290 -0.253 0.022 -0.071
N -1.10366 -0.18964 -0.09439 1.448 -0.102 -0.093 -0.089
O -2.44764 0.04758 0.14767 -0.354 0.428 0.912 -0.053
```
Forces are in eV/Å.